[1]
ORCA calculation (ωB97M-V/def2-TZVPD) on C4H4O in the gas phase in a non-equilibrium geometry.

Molar mass ... 68.1 g/mol
LUMO level ... 0.0396 Ha
SMILES ... C#C[C@H]1CO1
Orbital gap ... 11.195 eV
HOMO level ... -10.1 eV
Strongest force on any atom ... 1.21 eV/Å

Element x y z (Å)
C: -1.3056 -1.6612 0.7934
C: -0.6633 -0.8590 0.1625
C: 0.1779 0.0089 -0.6505
C: 0.7199 1.2102 -0.0474
O: 1.5257 0.0439 -0.2206
H: -1.8714 -2.3920 1.3343
H: -0.0563 0.0627 -1.7077
H: 0.3154 1.4686 0.9082
H: 1.0862 2.0431 -0.6680

Atomic partial charges in e from the natural (NBO) method, atoms 1 to 4: -0.20, -0.05, -0.03, -0.09

***

[2]
ORCA calculation (ωB97M-V/def2-TZVPD) on a molecular structure, C28H36F3N4P2SZn.

Charge ... +1
Molar mass ... 645.0 g/mol
LUMO level ... -0.1270 Ha
Orbital gap ... 7.403 eV
HOMO level ... -10.9 eV
Strongest force on any atom ... 0.47 eV/Å

Element x y z (Å)
Zn: 0.2819 -0.4200 -1.2522
C: -1.5972 3.0048 0.2971
P: -0.9320 1.3052 0.4584
C: -2.5138 0.4336 0.8288
N: -3.2960 0.9665 1.7403
C: -4.4936 0.4031 1.9953
C: -5.3157 0.9160 3.0240
C: -6.5231 0.3270 3.2647
C: -6.9729 -0.7614 2.4802
C: -6.2103 -1.2630 1.4661
C: -4.9395 -0.6973 1.2165
N: -4.1541 -1.1898 0.2391
C: -2.9550 -0.6855 0.0672
P: -2.0009 -1.4062 -1.3388
C: -3.1640 -1.0256 -2.6929
C: -1.9630 -3.2720 -1.1375
C: -1.4505 -3.8441 -2.4631
C: -0.9463 -3.5172 -0.0157
C: -3.2979 -3.9363 -0.8101
C: 0.0518 1.3107 2.0647
C: 0.5247 -0.1371 2.2465
C: 1.2553 2.2271 1.8151
C: -0.6869 1.7795 3.3146
H: -2.2907 3.2076 1.1107
H: -2.1156 3.0981 -0.6570
H: -0.7722 3.7157 0.3135
H: -4.9597 1.7595 3.5999
H: -7.1512 0.6940 4.0654
H: -7.9410 -1.1958 2.6911
H: -6.5410 -2.0920 0.8548
H: -4.1618 -1.3340 -2.3840
H: -2.8739 -1.5461 -3.6043
H: -3.1591 0.0480 -2.8807
H: -0.4888 -3.4207 -2.7463
H: -2.1661 -3.6768 -3.2696
H: -1.3186 -4.9225 -2.3563
H: 0.0410 -3.1302 -0.2857
H: -0.8350 -4.5866 0.1699
H: -1.2665 -3.0468 0.9183
H: -4.0312 -3.7663 -1.5996
H: -3.7173 -3.5979 0.1285
H: -3.1286 -5.0137 -0.7393
H: 1.1474 -0.4567 1.4050
H: -0.3256 -0.8202 2.3396
H: 1.1265 -0.2274 3.1527
H: 1.7433 1.9955 0.8673
H: 1.9878 2.0913 2.6136
H: 0.9555 3.2763 1.8102
H: -1.5286 1.1429 3.5620
H: -1.0458 2.8037 3.2067
H: 0.0117 1.7585 4.1554
N: 3.8458 -1.3859 -3.5428
C: 2.5156 -1.4205 -3.5298
N: 1.8593 -0.6123 -4.3773
S: 1.6900 -2.4487 -2.4811
H: 4.3596 -0.7527 -4.1334
H: 4.3498 -1.9150 -2.8543
H: 2.3463 -0.0693 -5.0720
H: 0.8823 -0.7807 -4.5234
F: 8.9365 2.4932 1.0087
C: 8.0470 3.3394 0.4708
F: 7.8133 4.3105 1.3764
F: 8.6382 3.9282 -0.5876
C: 6.7707 2.6568 0.0703
C: 5.7660 3.4273 -0.5033
C: 4.5701 2.8370 -0.8623
C: 4.3684 1.4688 -0.6474
C: 5.3879 0.7062 -0.0775
C: 6.5860 1.3006 0.2840
C: 3.0977 0.8884 -0.9577
C: 1.9781 0.4812 -1.1905
H: 5.9182 4.4883 -0.6539
H: 3.7748 3.4236 -1.3019
H: 5.2336 -0.3505 0.0957
H: 7.3688 0.7109 0.7405

Atomic partial charges in e from the Löwdin method, atoms 1 to 4: 0.44, -0.23, 1.00, -0.40

***

[3]
ORCA calculation (ωB97M-V/def2-TZVPD) on a molecular structure, C17H41ClLiN2O5 in a non-equilibrium geometry.

Charge ... +2
Molar mass ... 395.9 g/mol
LUMO level (alpha / beta) ... -0.1921 / -0.3025 Ha
Orbital gap (alpha / beta) ... 10.004 / 6.999 eV
HOMO level (alpha / beta) ... -15.2 / -15.2 eV
Multiplicity ... 2
Strongest force on any atom ... 3.68 eV/Å

Element x y z (Å)
Li: 2.1419 -3.2984 -2.5941
Cl: 1.8785 -1.9234 -0.6209
C: -2.5256 -1.3270 -5.2333
C: -2.6488 -1.3882 -3.6896
N: -2.0196 -0.1907 -2.9324
C: -2.8984 1.0677 -3.1937
C: -1.9735 -0.5014 -1.4171
C: -3.1842 -1.0466 -0.7775
C: -0.5016 -0.0565 -3.3401
C: 0.4195 0.8769 -2.5488
O: -0.1747 2.2090 -2.4667
C: 0.7167 3.1493 -1.8291
H: -2.8952 -0.3651 -5.5886
H: -3.1052 -2.0795 -5.7681
H: -1.4915 -1.3931 -5.5714
H: -2.2767 -2.2863 -3.1967
H: -3.6666 -1.5182 -3.3220
H: -2.7447 1.3948 -4.2220
H: -2.5117 1.8185 -2.5045
H: -3.9353 0.9212 -2.8911
H: -1.6675 0.4296 -0.9398
H: -1.1179 -1.1654 -1.2943
H: -2.9771 -1.0506 0.2927
H: -3.3937 -2.0865 -1.0279
H: -4.0592 -0.4312 -0.9865
H: -0.5942 0.0073 -4.4242
H: -0.1599 -1.0814 -3.1957
H: 1.3684 0.9602 -3.0787
H: 0.7417 0.4809 -1.5858
H: 0.1765 4.0782 -1.6461
H: 1.6376 3.4407 -2.3341
H: 1.2104 2.8167 -0.9160
C: 0.1929 3.4009 3.5889
C: 0.5319 1.9000 3.8488
N: 1.0025 1.0740 2.5731
C: -0.1031 0.9762 1.5326
C: 2.2304 1.8994 1.9775
C: 3.0357 1.2902 0.8555
C: 1.5665 -0.3130 3.0936
C: 0.7391 -0.9851 4.1145
O: -0.6213 -1.1847 3.6283
C: -1.4663 -1.7564 4.5870
H: -0.2772 3.8450 4.4663
H: -0.4845 3.6619 2.7758
H: 1.1501 3.9173 3.5174
H: -0.3962 1.4255 4.1675
H: 1.3126 1.8583 4.6083
H: 0.3578 0.3770 0.7473
H: -0.4610 1.9372 1.1629
H: -0.9956 0.4359 1.8482
H: 2.9165 2.1477 2.7873
H: 1.8785 2.8383 1.5499
H: 2.3023 0.9783 0.1119
H: 3.5337 0.3702 1.1616
H: 3.7704 1.9615 0.4108
H: 2.5275 -0.1670 3.5867
H: 1.6136 -0.8383 2.1397
H: 0.7935 -0.3353 4.9879
H: 1.3670 -1.8309 4.3948
H: -1.5051 -1.1387 5.4842
H: -1.1799 -2.7865 4.7989
H: -2.4709 -1.8182 4.1685
O: 3.6466 -4.4633 0.1623
C: 4.0919 -4.9574 -0.9501
O: 3.3934 -4.7840 -1.9916
O: 5.1378 -5.6711 -0.9299
H: 3.1011 -3.7263 -0.1221

Atomic partial charges in e from the natural (NBO) method, atoms 1 to 4: 0.95, -0.91, -0.64, -0.22

***

[4]
ORCA calculation (ωB97M-V/def2-TZVPD) on a molecular structure, C19H24AsI2N5O6PSTc in a non-equilibrium geometry.

Charge ... +3
Molar mass ... 908.2 g/mol
LUMO level (alpha / beta) ... -0.3749 / -0.4270 Ha
Orbital gap (alpha / beta) ... 5.259 / 3.833 eV
HOMO level (alpha / beta) ... -15.5 / -15.5 eV
Multiplicity ... 4
Strongest force on any atom ... 4.94 eV/Å

Element x y z (Å)
Tc: -0.5168 0.3225 -0.5920
I: -2.1913 2.6171 -0.3179
C: -3.9630 2.2916 0.8498
I: -3.7447 1.5825 2.8227
H: -4.6091 1.6260 0.2899
H: -4.3992 3.2830 0.9172
O: 0.5581 -1.7509 -3.5107
As: 1.6207 -1.8965 -2.1241
O: 2.5927 -0.2734 -2.4630
O: 0.5983 -1.2148 -0.9200
C: 2.7158 0.5263 -3.4581
C: 3.7401 0.3151 -4.4366
C: 3.9157 1.2043 -5.4622
C: 3.0957 2.3373 -5.5498
C: 2.0771 2.5734 -4.5877
C: 1.8883 1.6822 -3.5697
S: 0.5743 1.9810 -2.4369
O: -0.4451 0.8914 -2.6261
O: 0.0864 3.2975 -2.6474
O: 1.0332 1.6981 -1.0271
H: 0.6932 -2.4508 -4.1682
H: 4.3737 -0.5563 -4.3244
H: 4.6906 1.0437 -6.1997
H: 3.2363 3.0486 -6.3541
H: 1.4551 3.4568 -4.6619
N: -6.2217 -4.4188 -1.4674
C: -5.3612 -3.6766 -1.3065
C: -4.2888 -2.7490 -1.1045
C: -4.0324 -2.2325 0.1654
C: -2.9838 -1.3510 0.3191
N: -2.2017 -0.9657 -0.7025
C: -2.4592 -1.4575 -1.9252
C: -3.4878 -2.3464 -2.1676
H: -4.6426 -2.5133 1.0120
H: -2.7701 -0.9084 1.2808
H: -1.8147 -1.1204 -2.7237
H: -3.6648 -2.7148 -3.1677
C: 1.8029 -1.3964 4.0194
N: 0.3777 -0.8744 4.2999
C: 0.5011 0.5812 4.8074
N: 1.2270 1.3717 3.8810
C: 2.5586 0.8204 3.6461
N: 2.4722 -0.5374 3.1116
C: 1.9309 -0.5852 1.7568
P: 0.2097 0.0797 1.7127
C: -0.4899 -0.9633 3.0799
C: 0.4963 1.6447 2.6478
H: 1.7017 -2.4089 3.6296
H: 2.3098 -1.4164 4.9844
H: -0.0373 -1.4427 5.0423
H: 1.0235 0.5176 5.7624
H: -0.5123 0.9529 4.9582
H: 3.1072 0.7976 4.5884
H: 3.0980 1.4553 2.9459
H: 1.9296 -1.6110 1.3828
H: 2.5506 0.0149 1.0877
H: -0.5378 -2.0082 2.7668
H: -1.4921 -0.6274 3.3481
H: -0.4522 2.1320 2.8696
H: 1.0776 2.3220 2.0174

Atomic partial charges in e from the natural (NBO) method, atoms 1 to 4: 1.25, 0.48, -0.72, 0.21

***

[5]
ORCA calculation (ωB97M-V/def2-TZVPD) on 15 unconnected molecules or ions with the total composition C6H43NO14 in a non-equilibrium geometry.

Molar mass ... 353.4 g/mol
LUMO level ... 0.0011 Ha
Orbital gap ... 9.514 eV
HOMO level ... -9.5 eV
Strongest force on any atom ... 2.45 eV/Å

Element x y z (Å)
C: 0.8150 1.1246 1.4634
C: -0.5108 0.9216 0.7199
C: -0.3892 1.0165 -0.7875
C: 0.6049 -0.0376 -1.3348
C: 0.0413 2.4426 -1.1513
C: -0.8966 3.0107 -2.2441
N: -1.2856 -0.2501 1.1581
H: 1.6615 0.4482 1.3741
H: 1.1006 2.1430 1.2140
H: 0.5886 1.0777 2.5547
H: -1.1291 1.8494 0.9951
H: -1.3154 0.6703 -1.2513
H: 0.1257 -1.0122 -1.3343
H: 0.7062 0.0928 -2.4224
H: 1.6262 -0.0433 -0.9921
H: -0.2370 3.1284 -0.3367
H: 1.1042 2.5275 -1.4264
H: -1.9502 2.8365 -2.1558
H: -0.4958 2.6375 -3.1663
H: -0.9345 4.1237 -2.3206
H: -0.7043 -1.1031 0.9002
H: -1.4412 -0.2652 2.1525
H: -0.9339 -0.3223 5.3012
H: -0.3225 -1.5917 4.6331
O: -0.9398 -0.8724 4.5139
H: 2.8918 -3.1913 -3.8045
H: 2.7441 -2.8651 -2.2973
O: 2.7960 -2.4627 -3.1833
H: -0.0931 -2.5880 -3.5467
H: -1.4154 -3.2651 -2.8737
O: -0.4685 -3.2905 -3.0155
H: -1.7381 -1.0057 -2.6557
H: -3.0444 -1.5584 -1.8783
O: -2.5362 -1.5372 -2.7254
H: -1.2209 -4.2766 -0.1380
H: -0.1255 -4.0746 -1.2865
O: -0.4111 -3.8401 -0.3906
H: 2.2873 -2.6699 2.0384
H: 1.9117 -3.1290 0.5541
O: 1.6301 -3.0591 1.4644
H: -2.2859 3.3639 2.0555
H: -2.6396 3.2330 3.4800
O: -2.0479 3.7300 2.9266
H: 0.9855 -2.2099 3.1853
H: 1.4637 -3.3460 4.2132
O: 1.6044 -2.4456 3.8898
H: 2.4171 -0.3663 -3.5743
H: 3.8486 -0.6763 -3.4205
O: 3.2737 0.0633 -3.6253
H: 4.6119 2.4861 -1.0824
H: 3.3343 3.4231 -0.8161
O: 4.1363 2.9866 -0.4197
H: -3.2198 0.9673 2.5828
H: -3.4990 0.7029 4.0939
O: -2.9755 1.2180 3.4791
H: -3.4685 4.3894 0.2669
H: -2.5512 3.9761 -0.8192
O: -3.3398 3.6709 -0.3680
H: -3.7103 0.2011 -0.2120
H: -2.9563 -1.1013 0.2080
O: -3.7325 -0.7606 -0.2502
H: 3.7725 -1.1547 0.9106
H: 4.6295 -2.3921 0.7708
O: 4.2528 -1.6985 0.2072

Atomic partial charges in e from the natural (NBO) method, atoms 1 to 4: -0.65, -0.01, -0.23, -0.64

***

Question: The highest strongest force on any atom belongs to which entry?
Answer: C19H24AsI2N5O6PSTc